No. 1
# C13H18F5I2O2P2Yb

C13H18F5I2O2P2Yb as an isolated structure (ωB97M-V/def2-TZVPD, the Open Molecules 2025 dataset).

The frontier orbital gap (spin up / spin down) is 6.2 / 5.4 eV. Its spin multiplicity is 2. As for the energy above the lowest of the compared OMol25 structures with the same formula, charge and spin: 0.000 eV. As for the HOMO energy (spin up / spin down): -14.215 / -14.208 eV. The calculation puts the calculated total energy at -3592.165142 Ha. Its charge is +2.

The geometry in XYZ format:
```
43
Properties=species:S:1:pos:R:3:forces:R:3:lowdin_spin:R:1
I 0.3468 -0.5859 -6.0844 -0.11 0.32 0.29 0.000
I -0.2709 1.9376 -5.3754 0.10 -0.42 0.05 0.000
Yb 0.0670 -0.7031 -1.1582 -0.10 0.47 2.70 0.980
P -2.4186 -0.0289 -1.1338 -1.82 -0.10 0.02 0.003
C -3.3661 1.4653 -0.7157 0.44 0.32 0.01 0.001
C -3.0014 -0.6113 -2.7712 0.12 0.13 -0.04 0.000
H -4.0890 -0.7824 -2.7319 0.40 0.02 -0.28 0.000
H -4.0830 -1.4786 -0.0556 0.41 -0.01 0.01 0.000
H -2.4817 -1.5475 -3.0484 -0.36 0.16 0.12 0.000
H -2.4739 -2.2874 -0.1542 -0.34 0.25 -0.02 0.000
H -3.0697 2.2547 -1.4349 -0.41 -0.33 0.34 0.000
H -2.7192 0.1315 -3.5384 -0.37 -0.21 0.27 0.000
C -2.9947 -1.3295 0.0369 0.22 -0.05 0.18 0.001
H -4.4518 1.2503 -0.7667 0.61 0.21 0.03 0.000
H -2.7384 -1.0519 1.0747 -0.18 0.03 -0.45 0.000
H -3.0613 1.8023 0.2975 -0.33 -0.23 -0.53 0.000
P 2.5260 0.0589 -1.1206 1.93 -0.11 0.03 0.000
C 3.4216 1.5871 -0.7020 -0.46 0.24 0.00 0.000
C 3.1418 -1.2278 0.0479 -0.17 -0.01 0.18 0.000
H 2.6489 -1.4528 -3.0438 0.36 0.16 0.16 0.000
H 4.2300 -0.6351 -2.7215 -0.41 0.00 -0.24 0.000
H 2.8310 0.2243 -3.5288 0.37 -0.16 0.27 0.000
C 3.1366 -0.5027 -2.7568 -0.13 0.12 -0.09 0.000
H 2.6552 -2.2022 -0.1470 0.31 0.25 -0.03 0.000
H 4.2351 -1.3400 -0.0420 -0.43 -0.03 0.02 0.000
H 4.5149 1.4112 -0.7451 -0.63 0.19 0.04 0.000
H 3.0976 1.9060 0.3100 0.37 -0.16 -0.50 0.000
H 2.8684 -0.9646 1.0849 0.20 0.03 -0.44 0.000
H 3.0995 2.3674 -1.4210 0.42 -0.33 0.36 0.000
C 0.0441 2.1385 -0.6617 -0.06 3.76 0.94 0.001
O 0.0431 3.2498 -0.3510 0.04 -4.13 -1.21 0.000
F -0.3273 0.2021 6.3113 0.13 -0.36 -1.20 0.001
C -0.2311 -0.0329 4.9907 -0.09 0.35 0.36 0.003
C -0.5965 0.9713 4.0871 -0.21 0.51 0.87 0.000
F -1.0518 2.1669 4.5185 0.39 -1.11 -0.30 0.000
C -0.5014 0.7319 2.7369 -0.06 -0.29 -0.75 0.002
F -0.9412 1.6893 1.8666 0.32 -0.54 0.37 0.001
C -0.0213 -0.4829 2.2027 -0.14 0.19 2.33 0.000
O 0.0403 -0.6379 0.9038 0.19 -0.75 -3.42 0.006
C 0.3439 -1.4906 3.1384 -0.03 0.09 -0.70 0.002
F 0.7972 -2.6945 2.6994 -0.33 0.97 0.13 0.001
C 0.2304 -1.2621 4.5023 0.11 -0.23 1.18 0.000
F 0.5708 -2.2138 5.4004 -0.27 0.79 -1.04 0.000
```
Forces are in eV/Å.

---

No. 2
# C6H14N3

An isolated ion of composition C6H14N3 and charge +1 (ωB97M-V/def2-TZVPD, the Open Molecules 2025 dataset).

The frontier orbital gap is 10.1 eV. The SMILES is [H]/N=C(/CC)N(C=C)[NH2+]C. As for the energy above the lowest of the compared OMol25 structures with the same formula, charge and spin: 4.760 eV. As for the HOMO energy: -13.698 eV. The calculation puts the calculated total energy at -400.875386 Ha. Its charge is +1.

The geometry in XYZ format:
```
23
Properties=species:S:1:pos:R:3:forces:R:3:nbo_charge:R:1
C -0.5343 0.2952 3.0940 -1.35 1.65 1.70 -0.431
C 0.3204 -0.0901 2.2011 3.01 -1.46 -3.72 -0.032
C 0.8683 -1.0469 -0.2063 -0.29 1.44 0.20 0.436
C 1.2031 0.0770 -2.4797 -0.45 0.11 -0.94 -0.604
C -1.9535 0.6797 -0.2194 -1.72 0.46 1.29 -0.460
C 0.5443 -1.0092 -1.6421 -1.43 -2.52 -2.04 -0.494
N 1.7142 -1.8741 0.1897 0.66 -0.71 1.83 -0.615
N 0.1730 -0.0801 0.5906 2.83 -2.88 5.70 -0.322
N -0.5001 0.9784 0.2219 -4.15 5.53 -2.59 -0.349
H -0.2215 0.4522 4.1796 -0.39 -0.65 -1.69 0.276
H -1.5449 0.6699 2.8579 0.47 -0.31 0.09 0.216
H 1.3469 -0.4663 2.4229 -1.12 0.48 -0.05 0.230
H 2.2498 -0.0748 -2.6355 0.81 -0.02 0.46 0.242
H 0.8285 0.1286 -3.5269 -0.22 -0.23 0.82 0.242
H 1.0256 1.0606 -2.0457 0.23 0.20 -0.03 0.167
H -2.6919 1.5126 -0.0745 1.17 -0.21 0.64 0.248
H -2.0570 0.5695 -1.2656 0.71 -0.60 -1.14 0.239
H -2.3726 -0.2150 0.3078 0.89 0.77 -0.36 0.254
H -0.5983 -0.9445 -1.8600 1.87 -0.42 0.68 0.212
H 0.9070 -2.1098 -1.8858 -0.90 2.40 -0.34 0.288
H 1.9889 -1.9387 1.2028 -0.60 0.36 -1.39 0.365
H -0.5035 1.6134 1.0425 -0.57 -0.58 0.12 0.454
H -0.1924 1.8122 -0.4693 0.52 -2.81 0.75 0.437
```
Forces are in eV/Å.

---

No. 3
# C23H36N4O2

One molecule with the formula C23H36N4O2 (ωB97M-V/def2-TZVPD, the Open Molecules 2025 dataset).

The frontier orbital gap is 8.4 eV. The SMILES is Cc1ccc(C2=NN(CC(=O)NCCN(CC(C)C)CC(C)C)C(=O)CC2)cc1. As for the energy above the lowest of the compared OMol25 structures with the same formula, charge and spin: 1.972 eV. As for the HOMO energy: -8.277 eV. The calculation puts the calculated total energy at -1267.536368 Ha.

The geometry in XYZ format:
```
65
Properties=species:S:1:pos:R:3:forces:R:3:nbo_charge:R:1
C -0.3717 -4.9962 0.7588 -0.04 -0.05 0.04 -0.636
C -1.2166 -3.7832 0.5267 -0.04 0.05 -0.09 0.009
C -1.2300 -2.7386 1.4466 0.00 -0.04 -0.08 -0.226
C -2.0364 -1.6372 1.2556 -0.13 0.02 -0.08 -0.130
C -2.8651 -1.5418 0.1335 0.42 -0.52 0.17 -0.121
C -2.8434 -2.5844 -0.7932 -0.10 0.29 0.13 -0.177
C -2.0288 -3.6821 -0.5962 0.12 -0.08 0.08 -0.219
H -2.0242 -4.4768 -1.3285 0.02 -0.08 -0.08 0.213
H -3.4493 -2.5330 -1.6849 -0.10 0.01 -0.08 0.212
C -3.6950 -0.3589 -0.0652 -0.42 0.69 -0.07 0.258
N -3.3796 0.6927 0.5963 0.13 -1.00 0.14 -0.276
N -4.0334 1.8653 0.4216 -0.11 0.39 -0.17 -0.280
C -5.2717 1.9743 -0.1521 -0.45 -0.20 -0.13 0.672
O -5.8366 3.0377 -0.2755 -0.12 0.04 -0.07 -0.585
C -5.8888 0.6419 -0.5336 0.04 0.05 -0.11 -0.490
C -4.8413 -0.3457 -1.0386 -0.05 0.19 0.16 -0.469
H -5.2825 -1.3365 -1.1475 0.10 0.03 -0.05 0.234
H -4.4663 -0.0271 -2.0181 -0.01 -0.07 -0.02 0.233
H -6.6675 0.8205 -1.2748 0.05 0.07 0.10 0.246
H -6.3680 0.2459 0.3687 0.01 0.03 -0.04 0.232
C -3.3713 3.0296 0.9813 0.08 0.45 0.04 -0.317
H -4.0222 3.8882 0.8077 0.20 -0.17 0.04 0.270
H -3.2308 2.8853 2.0580 -0.06 0.00 -0.07 0.214
C -1.9939 3.3181 0.3547 -0.45 -0.23 0.25 0.668
O -1.6708 4.4247 -0.0169 0.04 0.39 -0.10 -0.616
N -1.1986 2.2362 0.3276 0.38 -0.46 0.03 -0.635
H -1.6114 1.3495 0.6014 0.06 0.26 0.01 0.419
C 0.1157 2.2014 -0.2628 0.28 -0.02 -0.06 -0.252
H 0.0609 1.7413 -1.2574 0.06 0.12 0.04 0.183
H 0.4557 3.2324 -0.3771 0.02 -0.11 -0.05 0.229
C 1.0653 1.3818 0.6345 -0.18 0.13 -0.11 -0.201
N 2.3106 0.9624 0.0323 0.00 0.11 -0.13 -0.465
C 3.1652 2.0700 -0.3689 0.32 -0.29 -0.02 -0.209
C 4.6514 1.7525 -0.1502 -0.10 0.28 0.12 -0.219
C 5.5123 2.8974 -0.6761 -0.13 -0.30 -0.03 -0.603
H 5.3422 3.0529 -1.7394 0.02 0.08 -0.13 0.206
H 6.5671 2.6798 -0.5257 0.13 0.04 0.00 0.209
H 5.2748 3.8213 -0.1529 -0.01 0.15 0.07 0.201
C 4.9201 1.5059 1.3307 -0.02 -0.13 -0.29 -0.609
H 5.9513 1.1983 1.4882 0.12 -0.02 0.08 0.205
H 4.7398 2.4129 1.9036 -0.02 0.15 0.12 0.197
H 4.2596 0.7262 1.6981 -0.04 -0.08 0.13 0.222
H 4.9063 0.8431 -0.7034 -0.03 -0.01 -0.03 0.190
H 2.9998 2.3479 -1.4220 -0.03 0.08 0.02 0.174
H 2.9134 2.9371 0.2449 -0.01 0.10 0.00 0.196
C 2.1822 -0.0487 -1.0031 -0.20 -0.15 0.14 -0.213
C 1.6949 -1.4060 -0.4805 0.23 0.02 -0.11 -0.218
C 2.5793 -1.8841 0.6659 -0.35 0.13 -0.07 -0.610
H 2.5754 -1.1542 1.4699 0.08 0.03 0.15 0.221
H 2.2223 -2.8361 1.0515 0.00 -0.16 0.07 0.198
H 3.6035 -2.0119 0.3237 0.20 -0.02 -0.03 0.202
C 1.6924 -2.4215 -1.6205 -0.14 0.25 0.18 -0.602
H 1.0559 -2.0836 -2.4356 -0.07 -0.02 -0.15 0.207
H 2.6993 -2.5653 -2.0070 0.15 -0.05 -0.07 0.200
H 1.3172 -3.3796 -1.2703 -0.04 -0.16 0.00 0.206
H 0.6660 -1.3119 -0.1181 0.01 0.02 -0.02 0.198
H 3.1764 -0.1937 -1.4307 0.00 -0.03 -0.09 0.196
H 1.5204 0.2767 -1.8251 0.08 -0.01 -0.03 0.166
H 0.5325 0.4856 0.9627 -0.04 0.01 0.11 0.190
H 1.3063 1.9674 1.5263 -0.12 -0.04 0.03 0.201
H -2.0485 -0.8371 1.9798 0.00 0.05 0.09 0.221
H -0.6004 -2.7945 2.3230 0.08 0.00 0.10 0.214
H -0.1314 -5.4917 -0.1789 0.06 -0.06 -0.03 0.219
H 0.5514 -4.7358 1.2718 0.09 -0.03 0.01 0.220
H -0.9116 -5.7070 1.3857 0.03 -0.09 0.03 0.226
```
Forces are in eV/Å.

---

calculated total energy of number 1 (C13H18F5I2O2P2Yb)?
-3592.165142 Ha

---

What is the calculated total energy in the first record?
-3592.165142 Ha

---

Which of these has the highest calculated total energy?
C6H14N3

---

Which of these has the highest calculated total energy?
C6H14N3